No. 1
Here is C24H22BrMnN6O2S as an isolated structure in a non-equilibrium geometry from the OMol25 dataset. Energies are from wB97M-V/def2-TZVPD.

```
57
Properties=species:S:1:pos:R:3
Mn 1.332 0.644 1.020
N -2.650 -1.235 0.840
C -2.753 -2.621 0.938
C -4.007 -3.207 1.047
C -4.125 -4.584 1.145
C -2.991 -5.386 1.134
C -1.734 -4.810 1.034
C -1.613 -3.434 0.938
S -0.002 -2.701 0.822
N -0.303 -1.053 0.862
C -1.504 -0.523 0.853
C -1.568 0.946 0.881
C -2.748 1.680 0.778
C -2.705 3.061 0.852
C -1.476 3.689 1.028
C -0.342 2.905 1.121
N -0.370 1.566 1.041
H -3.533 -0.743 0.852
H -4.889 -2.581 1.061
H -5.103 -5.028 1.234
H -3.086 -6.457 1.211
H -0.849 -5.422 1.037
H -3.702 1.194 0.639
H -3.608 3.644 0.762
H -1.399 4.763 1.077
H 0.641 3.356 1.270
Br -0.931 0.777 4.120
C 0.945 0.620 4.325
C 1.444 0.531 5.615
C 2.809 0.358 5.786
C 3.610 0.251 4.656
C 3.011 0.353 3.411
N 1.694 0.560 3.225
C 3.812 0.139 2.120
O 5.004 0.011 2.134
O 3.007 0.095 1.110
H 0.769 0.588 6.455
H 3.227 0.285 6.777
H 4.675 0.083 4.716
N 1.398 1.002 -0.924
C 1.576 0.819 -2.064
N 1.689 0.571 -3.308
C 0.677 -0.238 -3.976
C -0.148 0.650 -4.907
C 0.771 1.350 -5.906
C 1.858 2.138 -5.173
C 2.626 1.244 -4.198
H 0.046 -0.718 -3.224
H 1.193 -1.015 -4.550
H -0.691 1.389 -4.311
H -0.881 0.036 -5.430
H 0.188 2.027 -6.531
H 1.228 0.609 -6.563
H 1.408 2.966 -4.623
H 2.562 2.556 -5.889
H 3.331 1.830 -3.608
H 3.181 0.473 -4.743
```

## Properties
LUMO (alpha / beta) = -7.7161 / -7.3615 eV
Gap between HOMO and LUMO (alpha / beta) = 5.091 / 5.440 eV
Charge = +2
HOMO level (alpha / beta) = -12.8075 / -12.8011 eV
ΔE to the lowest compared entry with this formula, charge and spin = 26.2 kcal per mole
2S+1 = 5


No. 2
Here is a 9-piece molecular cluster, C20H43Br16NO overall in a non-equilibrium geometry from the OMol25 dataset. Energies are from wB97M-V/def2-TZVPD.

```
81
Properties=species:S:1:pos:R:3
C -23.985 -13.226 29.347
O -24.775 -13.231 30.502
C -24.339 -14.083 31.530
C -25.250 -14.119 32.753
C -24.534 -14.880 33.861
N -26.491 -14.826 32.448
H -22.926 -12.988 29.494
H -24.370 -12.453 28.678
H -24.063 -14.169 28.790
H -24.074 -15.110 31.231
H -23.340 -13.740 31.842
H -25.499 -13.117 33.119
H -25.166 -14.819 34.746
H -23.549 -14.426 34.025
H -24.227 -15.889 33.596
H -27.254 -14.774 33.105
H -26.852 -14.661 31.521
Br -24.616 -8.795 28.087
C -24.226 -8.317 29.925
C -23.900 -9.430 30.911
Br -22.265 -10.440 30.507
H -25.024 -7.683 30.310
H -23.408 -7.600 29.860
H -24.650 -10.208 31.000
H -23.740 -8.886 31.840
Br -18.802 -10.691 35.605
C -20.251 -11.516 34.565
C -19.946 -12.988 34.385
Br -20.820 -13.662 32.711
H -20.334 -10.979 33.625
H -21.196 -11.422 35.095
H -20.240 -13.564 35.258
H -18.892 -13.185 34.220
Br -25.963 -16.686 27.023
C -25.593 -18.598 27.075
C -26.178 -19.041 28.407
Br -25.629 -20.955 28.703
H -24.514 -18.713 27.118
H -26.008 -19.193 26.266
H -27.254 -18.895 28.433
H -25.726 -18.450 29.200
Br -21.607 -15.243 22.501
C -23.082 -14.956 23.784
C -23.699 -13.599 23.482
Br -25.178 -13.403 24.764
H -22.594 -15.017 24.749
H -23.795 -15.753 23.615
H -24.173 -13.622 22.509
H -23.040 -12.759 23.656
Br -23.205 -9.746 24.574
C -21.708 -10.463 25.634
C -20.852 -9.354 26.241
Br -20.240 -8.038 24.932
H -21.052 -10.998 24.952
H -22.146 -11.056 26.432
H -20.001 -9.788 26.759
H -21.446 -8.791 26.959
Br -28.933 -13.536 28.794
C -27.333 -12.410 28.492
C -27.809 -11.026 28.060
Br -28.430 -9.975 29.594
H -26.736 -12.887 27.720
H -26.730 -12.316 29.392
H -28.647 -11.130 27.381
H -26.972 -10.450 27.675
Br -21.630 -16.752 34.177
C -20.973 -17.605 32.534
C -19.655 -18.317 32.764
Br -19.218 -19.319 31.140
H -20.928 -16.894 31.697
H -21.799 -18.182 32.116
H -19.953 -19.124 33.431
H -18.798 -17.762 33.114
Br -24.866 -20.326 32.335
C -23.873 -19.596 33.869
C -24.149 -20.432 35.102
Br -23.159 -19.811 36.670
H -24.121 -18.545 33.978
H -22.813 -19.705 33.649
H -23.850 -21.453 34.868
H -25.208 -20.504 35.336
```

## Properties
LUMO = 0.0125 eV
Gap between HOMO and LUMO = 9.019 eV
HOMO level = -9.0065 eV
2S+1 = 1


No. 3
Here is C34H42AuNPSi as an isolated structure from the OMol25 dataset. Energies are from wB97M-V/def2-TZVPD.

```
80
Properties=species:S:1:pos:R:3
Au 0.471 0.213 0.149
C -2.264 -2.879 -2.268
C -1.926 -3.166 -0.802
C -2.918 -4.146 -0.175
P -1.508 -1.537 0.053
C -1.599 -2.074 1.841
C -1.535 -0.862 2.765
C -0.455 -3.043 2.137
C -2.923 -0.424 -0.146
C -4.233 -0.866 -0.345
C -5.285 -0.022 -0.650
C -6.682 -0.540 -0.892
C -4.998 1.342 -0.764
C -3.728 1.824 -0.567
C -2.631 0.973 -0.238
N -1.388 1.449 -0.069
C -1.124 2.824 -0.031
C -1.486 3.601 1.087
C -2.162 2.952 2.261
C -1.173 4.953 1.123
C -0.495 5.578 0.085
C -0.167 7.049 0.142
C -0.130 4.802 -1.007
C -0.433 3.449 -1.087
C -0.040 2.665 -2.307
H -2.260 -3.804 -2.852
H -1.530 -2.196 -2.701
H -3.247 -2.416 -2.362
H -0.948 -3.660 -0.793
H -3.928 -3.744 -0.122
H -2.620 -4.441 0.831
H -2.957 -5.050 -0.789
H -2.566 -2.567 1.993
H -0.599 -0.317 2.620
H -1.592 -1.178 3.811
H -2.365 -0.184 2.562
H 0.504 -2.563 1.922
H -0.519 -3.949 1.531
H -0.458 -3.338 3.190
H -4.448 -1.922 -0.251
H -6.726 -1.622 -0.761
H -7.010 -0.309 -1.909
H -7.399 -0.086 -0.202
H -5.794 2.038 -1.013
H -3.528 2.884 -0.678
H -1.586 2.081 2.575
H -3.169 2.610 2.008
H -2.232 3.649 3.097
H -1.458 5.535 1.996
H -0.898 7.585 0.749
H -0.166 7.486 -0.858
H 0.821 7.218 0.579
H 0.404 5.266 -1.832
H 0.341 3.326 -3.087
H -0.890 2.104 -2.699
H 0.743 1.942 -2.061
C 4.679 0.773 -3.973
C 5.110 1.576 -2.927
C 4.582 1.407 -1.654
C 3.614 0.439 -1.385
C 3.187 -0.349 -2.458
C 3.712 -0.195 -3.732
Si 2.783 0.252 0.327
C 3.570 -1.319 1.078
C 3.130 -2.580 0.668
C 3.606 -3.746 1.251
C 4.536 -3.679 2.280
C 4.984 -2.438 2.709
C 4.505 -1.278 2.112
H 5.085 0.904 -4.969
H 5.860 2.339 -3.105
H 4.926 2.049 -0.850
H 2.410 -1.090 -2.293
H 3.358 -0.820 -4.543
H 3.493 1.321 1.100
H 2.380 -2.648 -0.115
H 3.238 -4.709 0.914
H 4.902 -4.586 2.746
H 5.706 -2.372 3.516
H 4.864 -0.316 2.463
```

## Properties
LUMO = 2.7912 eV
Gap between HOMO and LUMO = 6.640 eV
Charge = -1
HOMO level = -3.8489 eV
ΔE to the lowest compared entry with this formula, charge and spin = 0.0 kcal per mole
2S+1 = 1


No. 4
Here is an isolated molecule of C5H7NO in a non-equilibrium geometry from the OMol25 dataset. Energies are from wB97M-V/def2-TZVPD.

```
14
Properties=species:S:1:pos:R:3
C 1.576 -0.351 0.000
C 0.390 -1.119 -0.665
C 1.322 2.021 0.456
C -1.567 0.439 -0.023
C -0.964 -0.895 0.149
N 1.367 0.845 0.370
O -2.119 -0.726 -0.573
H 2.396 -0.899 0.378
H 0.122 -0.521 -1.596
H 0.676 -2.098 -0.812
H -0.895 -1.202 1.189
H 1.126 2.708 1.249
H -2.312 0.743 0.629
H -1.119 1.056 -0.750
```

## Properties
LUMO = 1.0101 eV
Gap between HOMO and LUMO = 8.677 eV
HOMO level = -7.6674 eV
ΔE to the lowest compared entry with this formula, charge and spin = 119.6 kcal per mole
2S+1 = 1


No. 5
Here is C16H14BF5MnN6O as an isolated structure in a non-equilibrium geometry from the OMol25 dataset. Energies are from wB97M-V/def2-TZVPD.

```
44
Properties=species:S:1:pos:R:3
H 2.227 -2.276 -1.045
N 1.403 -0.359 -1.351
B 0.773 1.936 -2.217
N 1.560 0.598 -2.301
C 2.455 0.175 -3.232
Mn 0.025 0.027 0.286
H 2.712 0.812 -4.077
C 2.891 -1.100 -2.872
H 3.608 -1.729 -3.397
C 2.198 -1.390 -1.679
H 1.055 2.647 -3.154
C -1.294 0.439 1.821
H -1.363 -0.387 2.547
H -2.297 0.626 1.396
H -0.962 1.351 2.348
N 1.133 2.640 -0.880
N -0.747 1.617 -2.222
N 0.911 2.020 0.307
N -1.288 0.824 -1.262
C 1.696 3.857 -0.661
C -1.714 2.003 -3.094
H 1.949 4.505 -1.500
H -1.469 2.646 -3.939
C 1.842 4.031 0.715
C -2.923 1.440 -2.685
C 1.334 2.844 1.280
C -2.599 0.705 -1.526
H 2.259 4.892 1.234
H -3.898 1.544 -3.158
H 1.253 2.539 2.323
H -3.232 0.100 -0.877
H 0.973 -0.558 1.388
F -0.946 -4.638 5.006
C -0.915 -3.970 3.824
C 0.286 -3.854 3.120
F 1.415 -4.423 3.614
C 0.331 -3.134 1.918
F 1.511 -3.016 1.264
C -0.832 -2.532 1.403
O -0.768 -1.763 0.277
C -2.048 -2.693 2.098
F -3.182 -2.112 1.633
C -2.081 -3.393 3.314
F -3.240 -3.493 4.012
```

## Properties
LUMO (alpha / beta) = -0.3054 / -3.3117 eV
Gap between HOMO and LUMO (alpha / beta) = 7.671 / 5.354 eV
HOMO level (alpha / beta) = -7.9762 / -8.6661 eV
ΔE to the lowest compared entry with this formula, charge and spin = 58.8 kcal per mole
2S+1 = 6


No. 6
Here is a 3-piece molecular cluster, C4H13NO2 overall in a non-equilibrium geometry from the OMol25 dataset. Energies are from wB97M-V/def2-TZVPD.

```
20
Properties=species:S:1:pos:R:3
C -0.120 2.034 -1.925
C -0.107 0.712 -1.243
C -1.225 -0.272 -1.342
C 1.063 0.162 -0.863
N 2.277 0.868 -1.008
H -1.181 2.165 -2.254
H 0.536 2.149 -2.838
H 0.156 2.878 -1.278
H -0.971 -1.087 -2.085
H -2.264 0.011 -1.524
H -1.303 -0.865 -0.385
H 1.083 -0.716 -0.185
H 3.144 0.298 -0.938
H 2.418 1.549 -1.743
O 0.808 -0.199 2.567
H 0.866 0.012 1.617
H 0.436 -1.088 2.453
O -1.480 -2.976 4.234
H -2.341 -3.424 4.014
H -1.796 -2.213 4.726
```

## Properties
LUMO = 0.7414 eV
Gap between HOMO and LUMO = 8.542 eV
HOMO level = -7.8006 eV
ΔE to the lowest compared entry with this formula, charge and spin = 33.3 kcal per mole
2S+1 = 1


No. 7
Here is C20H49BrF5N4O3P2 as an isolated structure in a non-equilibrium geometry from the OMol25 dataset. Energies are from wB97M-V/def2-TZVPD.

```
84
Properties=species:S:1:pos:R:3
O 6.792 1.703 -3.006
P 7.477 1.428 -4.334
O 8.148 -0.151 -4.352
O 8.837 2.482 -4.400
P 6.283 1.907 -6.097
N 4.700 1.027 -6.093
Br 4.154 0.949 -7.925
C 3.677 1.682 -5.214
F 3.934 1.461 -3.845
F 3.700 3.074 -5.462
C 2.169 1.152 -5.456
F 1.503 1.351 -4.225
F 2.096 -0.218 -5.710
F 1.487 1.945 -6.379
H 8.214 -0.397 -5.301
H 9.048 2.579 -5.358
H 7.007 1.327 -7.206
H 4.795 0.022 -5.815
C 0.676 -0.391 -1.783
C -0.655 0.341 -1.656
N -1.813 -0.530 -1.812
C -3.065 0.198 -1.998
C -3.552 1.076 -0.847
C -1.883 -1.676 -0.911
C -1.860 -1.402 0.592
H 0.727 -0.956 -2.718
H 1.494 0.333 -1.781
H 0.844 -1.079 -0.950
H -0.679 1.100 -2.445
H -0.677 0.882 -0.701
H -3.858 -0.509 -2.264
H -2.954 0.835 -2.884
H -3.952 0.480 -0.026
H -4.367 1.718 -1.195
H -2.768 1.729 -0.460
H -1.048 -2.347 -1.145
H -2.774 -2.269 -1.146
H -1.078 -0.693 0.877
H -1.661 -2.333 1.130
H -2.817 -1.027 0.952
C -4.293 5.669 5.321
C -3.400 5.251 4.159
N -3.983 4.208 3.323
C -3.025 3.593 2.411
C -2.410 4.479 1.329
C -5.294 4.496 2.753
C -5.434 5.746 1.885
H -4.592 4.805 5.918
H -3.750 6.357 5.971
H -5.194 6.185 4.977
H -2.468 4.873 4.592
H -3.133 6.141 3.573
H -3.487 2.722 1.933
H -2.207 3.178 3.011
H -3.122 4.696 0.532
H -1.566 3.959 0.865
H -2.029 5.421 1.728
H -6.016 4.573 3.575
H -5.638 3.629 2.178
H -4.974 6.626 2.341
H -6.494 5.975 1.742
H -5.004 5.603 0.894
C 2.295 -7.929 1.807
C 2.241 -6.414 1.645
N 0.915 -5.853 1.873
C 0.787 -4.470 1.425
C 1.640 -3.416 2.128
C 0.300 -6.153 3.162
C 1.063 -5.752 4.424
H 1.546 -8.419 1.181
H 3.279 -8.295 1.503
H 2.138 -8.234 2.845
H 2.544 -6.192 0.617
H 2.996 -5.957 2.299
H -0.265 -4.168 1.480
H 1.028 -4.439 0.355
H 1.262 -3.190 3.126
H 1.608 -2.480 1.561
H 2.688 -3.711 2.206
H 0.112 -7.232 3.209
H -0.700 -5.707 3.199
H 2.116 -6.040 4.387
H 0.623 -6.254 5.291
H 1.001 -4.681 4.614
```

## Properties
LUMO = -6.9200 eV
Gap between HOMO and LUMO = 2.232 eV
Charge = +1
HOMO level = -9.1524 eV
2S+1 = 1


No. 8
Here is a 2-piece molecular cluster, C21H22O3 overall in a non-equilibrium geometry from the OMol25 dataset. Energies are from wB97M-V/def2-TZVPD.

```
46
Properties=species:S:1:pos:R:3
C -0.072 2.086 2.256
C 0.003 0.640 2.462
C -1.184 -0.153 2.348
O -2.297 0.327 2.113
C -0.969 -1.667 2.509
C 0.306 -2.088 1.838
O 1.461 -1.289 2.255
C 1.315 0.010 2.620
O 2.284 0.623 3.057
H 0.942 2.494 2.192
H -0.640 2.334 1.345
H -0.588 2.552 3.103
H -0.927 -1.914 3.583
H -1.813 -2.192 2.056
H 0.592 -3.113 2.091
H 0.219 -2.009 0.746
C -0.450 -2.479 9.087
C -0.250 -1.234 8.283
C -1.360 -0.659 7.643
C -1.200 0.416 6.795
C 0.089 1.010 6.592
C 0.196 2.016 5.606
C 1.308 2.848 5.305
C 1.054 4.145 4.757
C 2.090 4.996 4.428
C 3.425 4.615 4.633
C 4.518 5.564 4.252
C 3.698 3.341 5.155
C 2.672 2.447 5.418
C 1.166 0.531 7.402
C 1.003 -0.610 8.173
H 0.506 -2.897 9.413
H -1.051 -2.255 9.978
H -0.997 -3.243 8.520
H -2.351 -1.092 7.802
H -2.049 0.831 6.244
H -0.737 2.252 5.094
H 0.013 4.439 4.596
H 1.872 5.975 3.994
H 5.486 5.198 4.602
H 4.572 5.707 3.164
H 4.332 6.549 4.695
H 4.738 3.040 5.309
H 2.900 1.406 5.639
H 2.121 1.054 7.399
H 1.852 -1.040 8.711
```

## Properties
LUMO = -2.4800 eV
Gap between HOMO and LUMO = 3.842 eV
HOMO level = -6.3220 eV
ΔE to the lowest compared entry with this formula, charge and spin = 26.8 kcal per mole
2S+1 = 1


Number 1: electronic energy -5529.5282 a.u.. Number 2: electronic energy -42102.0341 a.u.. Number 3: electronic energy -2142.1995 a.u.. Number 4: electronic energy -324.5338 a.u.. Number 5: electronic energy -2696.9921 a.u.. Number 6: electronic energy -365.3894 a.u.. Number 7: electronic energy -4991.8513 a.u.. Number 8: electronic energy -1039.0515 a.u..